77
Properties=species:S:1:pos:R:3 method="wB97M-V/def2-TZVPD" e_above_lowest_kcal_mol=97.4 smiles="O=C1CCCO1.C1CCOC1.C1CCOC1.C1CCOC1.C1CCOC1.C1CCOC1" multiplicity=1
C -7.3619 -6.5962 -32.9799
C -8.0671 -6.9015 -31.7458
C -6.9079 -7.3712 -30.7786
O -5.8179 -7.6132 -31.7117
C -6.3524 -7.6728 -33.0642
H -6.8893 -5.6225 -32.8514
H -8.2187 -6.6084 -33.6535
H -8.8112 -7.6196 -32.0903
H -8.7726 -6.1938 -31.3103
H -7.1481 -8.3731 -30.4226
H -6.6918 -6.5775 -30.0635
H -6.8723 -8.6168 -33.2276
H -5.5485 -7.5696 -33.7930
C -8.3807 0.3380 -36.0258
C -9.7316 -0.3771 -35.9269
C -9.7970 -1.1624 -37.1900
O -8.4167 -1.3272 -37.6710
C -7.4976 -0.6955 -36.8389
H -7.8439 0.4780 -35.0875
H -8.4468 1.2718 -36.5843
H -10.5432 0.3489 -35.8787
H -9.7164 -1.1135 -35.1234
H -10.3957 -0.5658 -37.8782
H -10.2754 -2.1338 -37.0644
H -6.8573 -0.0905 -37.4808
H -6.9486 -1.3976 -36.2115
C -9.9717 -0.1620 -25.6434
C -10.5705 -1.3194 -26.4941
C -10.9537 -0.6809 -27.7984
O -10.6560 0.6951 -27.5546
C -10.6813 1.0501 -26.1672
H -8.8842 -0.2109 -25.6983
H -10.3242 -0.2555 -24.6162
H -11.4606 -1.8219 -26.1156
H -9.8221 -2.0937 -26.6624
H -11.9991 -0.8685 -28.0434
H -10.4574 -1.1422 -28.6522
H -11.7283 1.1443 -25.8792
H -10.1621 1.9742 -25.9132
C -17.7751 -4.0095 -29.1218
C -17.0214 -4.4783 -27.8896
C -15.7036 -4.9266 -28.4977
O -15.8703 -5.0244 -29.9512
C -17.2139 -4.8144 -30.2552
H -17.5965 -2.9475 -29.2903
H -18.8334 -4.2456 -29.0101
H -17.5703 -5.3522 -27.5387
H -16.9541 -3.7462 -27.0848
H -15.3298 -5.8821 -28.1298
H -15.0513 -4.0568 -28.4196
H -17.7262 -5.7554 -30.4558
H -17.3955 -4.2076 -31.1423
C -11.0767 -2.5577 -32.2521
C -12.5142 -2.9784 -32.1897
C -12.7896 -2.6461 -30.7216
O -11.7210 -3.2423 -29.9988
C -10.5793 -3.2700 -30.9811
H -11.0108 -1.4709 -32.3047
H -10.7180 -3.0409 -33.1609
H -12.7724 -3.9607 -32.5852
H -13.0864 -2.3994 -32.9145
H -13.7886 -2.9088 -30.3733
H -12.8227 -1.5676 -30.5669
H -10.2753 -4.2983 -31.1769
H -9.7075 -2.6933 -30.6724
O -14.8998 0.3397 -33.1603
C -13.7261 0.5331 -32.7132
O -13.3261 0.7044 -31.4983
C -11.9275 1.0225 -31.2799
C -11.4752 1.4108 -32.7208
C -12.4757 0.6621 -33.6194
H -11.4354 0.1147 -30.9310
H -11.7200 1.8425 -30.5923
H -10.4173 1.4002 -32.9833
H -11.6404 2.4615 -32.9590
H -12.1802 -0.3634 -33.8408
H -12.6855 1.1730 -34.5591

---

78
Properties=species:S:1:pos:R:3 method="wB97M-V/def2-TZVPD" multiplicity=1
C 9.6697 -1.0911 2.3309
C 9.9668 -1.6521 0.9390
N 8.7924 -1.5521 0.0764
C 8.8393 -2.3796 -1.1538
C 10.2291 -2.6545 -1.7284
C 8.4322 -0.2130 -0.2024
S 9.4557 0.9207 -0.7898
S 6.7478 0.0335 0.1052
C 6.5075 1.8236 0.1259
C 5.3535 2.2692 -0.8057
C 4.1609 2.8804 -0.0330
Nb 2.4554 1.4180 0.1793
F 2.3409 1.1231 -1.7465
C 0.6902 2.8586 0.1146
C -0.6270 2.2785 0.6473
C -1.7135 3.3595 0.8702
C -2.8117 3.3350 -0.2103
C -4.1816 2.9983 0.3751
C -4.2796 1.5143 0.7705
C -5.3829 0.7542 0.0323
C -4.9302 0.2458 -1.3299
C -6.0431 -0.2450 -2.2670
C -6.2510 -1.7674 -2.2754
C -6.4239 -2.2993 -0.8497
C -7.2585 -3.5860 -0.7684
N -7.9937 -3.6397 0.4888
C -7.3862 -3.5270 1.7068
C -8.3563 -3.5774 2.6903
C -9.5920 -3.7313 2.0262
C -9.3428 -3.7650 0.6651
H 10.1931 -1.6465 3.1000
H 8.5997 -1.1254 2.5091
H 9.9760 -0.0501 2.3898
H 10.8318 -1.1428 0.5163
H 10.1835 -2.7111 1.0460
H 8.2528 -1.8729 -1.9124
H 8.3344 -3.3149 -0.9251
H 10.8983 -1.8094 -1.6295
H 10.1159 -2.8434 -2.7936
H 10.6507 -3.5596 -1.3040
H 6.2286 2.0517 1.1487
H 7.4306 2.3256 -0.1256
H 5.7426 2.9792 -1.5328
H 5.0432 1.3965 -1.3745
H 3.8440 3.7760 -0.5730
H 4.4991 3.2291 0.9425
H 3.6438 0.0334 0.4390
H 1.2453 0.0485 0.4914
H 2.4494 1.7448 1.9648
H 0.9550 3.7550 0.6751
H 0.5511 3.0880 -0.9448
H -0.9830 1.5644 -0.0917
H -0.4534 1.7432 1.5746
H -1.2370 4.3342 0.8595
H -2.1899 3.2590 1.8489
H -2.5696 2.6085 -0.9782
H -2.8702 4.3116 -0.7092
H -4.3575 3.6149 1.3078
H -5.0000 3.2192 -0.3644
H -3.3185 1.0236 0.6600
H -4.5292 1.4605 1.8275
H -5.6276 -0.0938 0.6683
H -6.2971 1.3446 -0.0230
H -4.1524 -0.5041 -1.2088
H -4.4397 1.0829 -1.8337
H -6.9854 0.2313 -1.9991
H -5.7970 0.0677 -3.2787
H -7.1562 -1.9643 -2.8424
H -5.3867 -2.2091 -2.7624
H -7.0005 -1.5532 -0.3110
H -5.4617 -2.4598 -0.3766
H -6.6155 -4.4595 -0.8230
H -7.9750 -3.6040 -1.5813
H -6.3295 -3.3987 1.8364
H -8.1697 -3.4968 3.7433
H -10.5498 -3.7844 2.5094
H -10.0281 -3.8638 -0.1529
Ag -5.2558 5.0421 0.4098

---

95
Properties=species:S:1:pos:R:3 method="wB97M-V/def2-TZVPD" e_above_lowest_kcal_mol=3.7 multiplicity=1
Zr 1.7897 0.8419 -0.4756
C 2.9423 -2.6629 0.6053
C 2.8685 -2.3442 -0.8444
N 2.2258 -1.3259 -1.3386
C 2.1752 -1.3486 -2.7166
C 2.8110 -2.4016 -3.2869
S 3.4571 -3.4291 -2.0669
C 1.4851 -0.2702 -3.4094
C 1.4091 -0.0936 -4.7517
S 0.4441 1.2748 -5.1104
C 0.2131 1.5604 -3.4216
N 0.8184 0.6858 -2.6643
C -0.6737 2.6584 -2.9604
H 2.4325 -1.8847 1.1683
H 3.9742 -2.7362 0.9516
H 2.4428 -3.6141 0.7948
H 2.9197 -2.6361 -4.3323
H 1.8476 -0.6865 -5.5367
H -1.1042 3.1873 -3.8104
H -0.1221 3.3673 -2.3432
H -1.4725 2.2508 -2.3435
N 4.9757 3.0329 0.7740
C 4.9176 2.7131 -0.6931
C 6.1405 3.2661 -1.4018
P 4.5040 0.9854 -1.0967
O 5.9349 0.2988 -1.3031
O 3.6673 0.9578 -2.3205
O 3.7964 0.4266 0.1127
P 3.3724 3.6530 -1.2055
O 3.4873 3.8984 -2.7764
O 3.5433 4.9068 -0.4178
O 2.1652 2.7837 -0.9783
H 5.9109 2.9803 1.1683
H 4.3359 2.4299 1.3196
H 4.5725 4.0112 0.8029
H 7.0538 2.8127 -1.0125
H 6.1932 4.3498 -1.2756
H 6.0814 3.0416 -2.4652
H 5.9162 -0.4022 -1.9742
H 3.8197 4.7892 -2.9681
C -4.2502 -4.9030 -0.0929
Si -2.8334 -3.8205 -0.7477
C -3.2730 -3.2499 -2.5058
C -1.2555 -4.8707 -0.8707
Si -2.4254 -1.9411 0.6037
Te -0.4256 -0.7679 -0.1819
Si -2.1070 -2.6013 2.8565
C -0.6976 -3.8779 2.9217
C -3.6423 -3.3343 3.7039
C -1.5148 -1.1080 3.8702
Si -4.2882 -0.4705 0.5368
C -3.9236 0.9799 1.6997
C -4.4283 0.2769 -1.2045
C -5.9583 -1.2443 1.0057
H -4.4917 -5.7152 -0.7804
H -5.1517 -4.3036 0.0566
H -3.9881 -5.3426 0.8724
H -3.2176 -4.0576 -3.2378
H -2.5709 -2.4653 -2.8020
H -4.2794 -2.8265 -2.5414
H -1.2895 -5.5990 -1.6829
H -1.0657 -5.4069 0.0621
H -0.4133 -4.1933 -1.0412
H -1.0099 -4.8420 2.5124
H -0.3242 -4.0445 3.9337
H 0.1282 -3.5071 2.3076
H -4.0535 -4.1596 3.1174
H -4.4266 -2.5800 3.8005
H -3.4149 -3.7096 4.7033
H -0.7600 -0.5643 3.2938
H -1.0711 -1.3939 4.8260
H -2.3312 -0.4123 4.0745
H -2.9354 1.3749 1.4468
H -3.9005 0.6672 2.7461
H -4.6471 1.7928 1.6044
H -3.4366 0.6356 -1.4946
H -5.1192 1.1217 -1.2402
H -4.7464 -0.4588 -1.9464
H -5.9039 -1.7229 1.9861
H -6.2537 -2.0089 0.2831
H -6.7477 -0.4913 1.0406
F 2.4959 2.0686 1.7123
B 2.1439 0.6540 1.7654
F 2.9799 0.1715 2.6954
Se -0.3370 2.0177 0.4068
C -0.2450 3.7114 1.3493
C -1.0713 3.8530 2.4618
C -0.9982 5.0160 3.2082
N -0.1667 6.0220 2.9376
C 0.6110 5.8838 1.8692
C 0.6077 4.7658 1.0465
H -1.7533 3.0548 2.7293
H -1.6295 5.1494 4.0815
H 1.2818 6.7119 1.6559
H 1.2537 4.7376 0.1896

---

83
Properties=species:S:1:pos:R:3 method="wB97M-V/def2-TZVPD" multiplicity=1 charge=+1
N -2.4632 -2.7232 5.1682
C -1.7324 -2.2500 3.9847
N -2.6157 -2.1756 2.8367
N -1.2350 -0.9124 4.2738
C -0.5933 -3.3153 3.6926
C 0.7973 -2.7853 3.7091
C 1.6190 -2.9396 4.7727
C 2.9164 -2.4331 4.7926
N 3.4187 -1.8081 3.7621
N 2.6268 -1.6925 2.7224
C 3.2397 -1.0097 1.5521
C 3.0529 0.5297 1.5204
C 1.8752 1.1415 2.2846
S 2.1057 1.3105 4.0885
C 1.3750 -2.1091 2.6137
Br 0.3277 -1.8499 1.0885
H -3.3760 -2.2797 5.1768
H -2.0187 -2.3832 6.0168
H -3.4180 -1.6151 3.1149
H -2.9861 -3.1138 2.7014
H -0.7642 -0.4803 3.4885
H -0.6691 -0.8753 5.1091
H -0.7941 -3.8570 2.7690
H -0.6768 -4.0630 4.4816
H 1.2539 -3.4594 5.6499
H 3.5383 -2.5626 5.6659
H 2.9318 -1.4969 0.6338
H 4.3087 -1.1962 1.6124
H 3.9573 0.9529 1.9610
H 3.0500 0.8281 0.4740
H 1.7921 2.1737 1.9471
H 0.9136 0.6912 2.0522
H 1.6448 0.1541 4.6039
C 1.5103 -0.4625 -2.9606
C 1.1424 0.7415 -2.1323
O 1.7560 1.0236 -1.1187
C -0.0110 1.5721 -2.6118
H 2.3577 -0.9742 -2.5057
H 0.6640 -1.1501 -3.0104
H 1.7870 -0.1506 -3.9681
H -0.9185 0.9641 -2.6464
H 0.2030 1.9731 -3.6045
H -0.1677 2.4030 -1.9268
C 0.8774 5.6863 -6.3712
C 0.3775 4.2675 -6.2607
O -0.3274 3.9155 -5.3425
C 0.7951 3.3066 -7.3474
H 0.5046 6.2670 -5.5304
H 1.9682 5.7003 -6.3548
H 0.5200 6.1372 -7.2980
H 1.8826 3.2204 -7.3724
H 0.4342 3.6573 -8.3151
H 0.3676 2.3262 -7.1469
C -3.8118 -0.1672 -0.6649
C -3.2621 -1.1317 -1.6871
O -2.4241 -0.7857 -2.4929
C -3.7949 -2.5396 -1.6619
H -3.3439 0.8068 -0.7969
H -4.8895 -0.0600 -0.7945
H -3.5954 -0.5301 0.3422
H -4.8706 -2.5372 -1.8370
H -3.5772 -3.0015 -0.6957
H -3.3194 -3.1204 -2.4455
C 3.1653 4.7508 4.6984
C 3.2815 6.1096 5.3511
O 2.3698 6.8998 5.3206
C 4.5856 6.4306 6.0403
H 2.1812 4.6535 4.2435
H 3.9260 4.6433 3.9226
H 3.2867 3.9661 5.4465
H 5.4070 6.3932 5.3229
H 4.7696 5.7165 6.8447
H 4.5327 7.4312 6.4630
C -2.8783 -3.9985 -5.5814
C -4.2648 -4.4801 -5.2261
O -4.8280 -4.0995 -4.2250
C -4.9162 -5.4550 -6.1746
H -2.5286 -3.3030 -4.8201
H -2.1909 -4.8446 -5.6313
H -2.8970 -3.4855 -6.5438
H -4.3145 -6.3622 -6.2494
H -5.0199 -5.0027 -7.1619
H -5.9037 -5.7169 -5.8016

---

Number 1: energy -1468.5395 Eh, gap between HOMO and LUMO 9.9 eV. Number 2: energy -2151.9700 Eh, gap between HOMO and LUMO 2.3 eV. Number 3: energy -7191.8266 Eh, gap between HOMO and LUMO 5.5 eV. Number 4: energy -4564.5957 Eh, gap between HOMO and LUMO 6.7 eV.